# 1
24
Properties=species:S:1:pos:R:3 method="wB97M-V/def2-TZVPD" energy_ev=-34004.4701 e_lumo_ev=2.74 homo_lumo_gap_ev=6.385 charge=-1 relative_energy_kcal_mol=52.69 e_homo_ev=-3.64
C -1.19889 0.09254 -0.83249
C -1.08352 -0.78004 1.78577
C 0.13723 -0.12989 1.29116
C -2.29581 -0.39846 0.02038
C 2.35787 -0.07487 -0.95832
C 1.65338 2.14229 -0.19423
C 1.10782 0.76644 -0.88756
N 0.00772 0.21037 -0.14463
O -1.84220 -3.13645 -0.82595
O -1.25368 0.29081 -2.00942
O -3.74721 -2.58974 0.58480
S -2.95828 -2.19897 -0.59335
I -3.94201 0.74895 0.30020
H -1.05554 -1.84501 1.74018
H -1.70814 -0.50034 2.61504
H 0.26480 0.80898 1.89968
H 1.05646 -0.80002 1.16341
H 2.98953 0.14378 -1.88477
H 2.95901 0.19142 -0.09293
H 2.29115 -1.18593 -0.92789
H 0.99093 2.95232 -0.19255
H 2.56865 2.31053 -0.88024
H 1.97400 1.92824 0.92464
H 0.72675 1.05304 -1.90095


# 2
21
Properties=species:S:1:pos:R:3 method="wB97M-V/def2-TZVPD" energy_ev=-21039.7426 e_lumo_ev="-2.65 / -6.30" homo_lumo_gap_ev="6.105 / 6.599" charge=+1 relative_energy_kcal_mol=0.00 s_squared=8.78 multiplicity=6 e_homo_ev="-8.75 / -12.90"
C 0.18943 0.09418 -2.21163
C -0.91608 -0.80856 -2.54743
C -0.63670 -2.09986 -2.05637
C 0.69019 -2.17061 -1.59114
C 1.28984 -0.81312 -1.53887
Ir 0.72496 0.61363 -0.16544
P -0.47438 2.45089 -0.15454
H 0.49279 0.93169 -2.87508
H -1.81509 -0.50957 -3.08203
H -1.33278 -2.93866 -2.07718
H 2.34824 -0.61178 -1.81027
H 1.22774 -3.05752 -1.27443
H -1.59025 2.58418 0.74214
H -1.01402 2.93679 -1.39457
H 0.47687 3.43809 0.26880
C 0.00828 -0.07432 4.09936
C -0.00805 0.03967 2.66270
N 0.31212 0.29346 1.56884
H 0.88861 -0.60962 4.44469
H -0.87156 -0.60392 4.44580
H 0.00985 0.91496 4.54665